# 1
79
Properties=species:S:1:pos:R:3 method="wB97M-V/def2-TZVPD" energy_ha=-3020.11109 multiplicity=2 e_lumo_ev="-0.225 / -0.531" homo_energy_ev="-7.594 / -7.496" relative_energy_kcal_mol=4.5
H 2.288 -1.899 -6.234
H 1.005 2.069 -3.581
H -0.517 -2.746 -1.677
H -1.230 2.328 2.548
H 0.140 -2.770 0.500
S 1.326 0.127 3.483
C 1.498 -0.118 -0.866
N -0.656 1.174 0.877
H -4.798 -2.820 4.333
C -1.861 0.411 1.300
C -0.439 2.348 1.794
H -6.159 -3.977 0.444
H -2.886 2.262 -0.713
H 5.916 -0.209 3.793
C 5.744 -2.355 4.082
C -1.806 3.832 0.345
C -2.113 -1.354 -1.305
H 2.264 -2.014 -3.760
C -1.894 2.717 -0.711
C -0.813 1.654 -0.518
H 4.449 2.664 1.522
C 2.998 3.435 2.927
O 3.976 -0.698 4.372
H 2.235 3.045 3.601
H 0.502 2.224 2.316
H -1.748 3.129 -1.712
H 5.512 -2.571 3.040
H 0.356 3.820 0.418
C -5.436 -3.476 1.076
S 3.389 -1.191 1.414
C 1.585 -0.063 -2.082
C -3.392 -2.188 1.294
H -4.089 -0.038 -3.748
H -3.775 0.017 -1.316
H -0.872 -2.837 -4.105
H -2.786 0.988 1.164
H 1.037 2.190 -6.052
C -3.122 -0.605 -1.921
C 1.688 0.226 -7.727
H -6.458 -3.963 2.897
C -2.495 -1.439 -4.084
H 6.810 -2.523 4.242
C 1.666 0.154 -6.290
H 5.186 -3.045 4.713
C -3.309 -0.636 -3.294
C 1.292 1.205 -4.165
Os 1.129 -0.382 1.056
C -1.504 -2.206 -3.493
H -2.625 3.739 1.063
C -4.340 -2.842 0.505
C -0.490 3.701 1.101
C -1.315 -2.159 -2.117
H 2.545 4.191 2.283
C -5.605 -3.468 2.452
H 0.153 2.031 -0.843
H 5.675 -0.704 5.470
C 1.999 -1.096 -4.268
C 1.308 1.274 -5.545
H -1.763 0.246 2.378
C -0.234 -1.929 1.090
H -2.858 -1.712 3.329
C -4.673 -2.827 3.257
H -1.899 4.815 -0.117
H -0.239 -2.241 2.142
C 3.580 2.323 2.084
O 4.051 1.257 2.927
C 2.011 -1.034 -5.647
N 1.706 0.286 -8.875
P 3.260 -0.120 3.088
H -4.223 -2.857 -0.573
C 1.639 0.021 -3.506
H -0.395 4.476 1.864
H 2.854 1.936 1.360
C 5.407 -0.925 4.439
H 3.776 3.909 3.526
H -2.635 -1.465 -5.158
H -1.023 0.796 -1.145
Si -1.895 -1.319 0.558
C -3.581 -2.198 2.681

# 2
13
Properties=species:S:1:pos:R:3 method="wB97M-V/def2-TZVPD" charge=+1 energy_ha=-357.08771 e_lumo_ev=-3.914 homo_energy_ev=-14.679 relative_energy_kcal_mol=43.3
O -3.925 0.504 0.023
H 1.700 0.989 1.230
C -0.718 -0.861 0.805
H 1.902 1.174 -1.600
N -1.636 -0.161 -0.137
C -2.863 0.119 -0.092
C 1.544 0.068 0.590
H -1.100 -1.654 1.389
H 0.823 -0.428 -1.310
H 2.387 -0.649 0.427
N 0.487 -0.646 0.903
N 1.190 0.571 -1.009
H 0.210 0.974 -1.220

# 3
7
Properties=species:S:1:pos:R:3 method="wB97M-V/def2-TZVPD" energy_ha=-1395.87709 e_lumo_ev=0.217 homo_energy_ev=-8.667 relative_energy_kcal_mol=49.4
H -1.283 0.273 0.714
S 0.282 -1.502 1.017
Cl -0.543 -1.168 -1.955
C 0.392 -0.737 -0.531
Cl 0.504 1.358 1.763
H 1.267 -0.097 -0.894
C -0.347 0.057 1.210

# 4
50
Properties=species:S:1:pos:R:3 method="wB97M-V/def2-TZVPD" charge=+2 energy_ha=-4861.32356 multiplicity=2 e_lumo_ev="-9.124 / -8.791" homo_energy_ev="-14.742 / -14.931" relative_energy_kcal_mol=6.1
H 2.059 4.474 -0.424
S -1.903 -0.436 -0.751
H 3.982 0.690 1.824
H 5.078 -0.510 2.448
C -0.094 3.977 -0.099
C -2.420 -4.273 0.461
C 4.188 -1.079 0.609
N 2.147 0.205 -0.013
H 0.696 -3.477 1.538
H 0.830 -2.588 -2.112
Cl -1.149 0.242 2.397
C 3.022 -0.934 -0.144
H -1.737 2.535 0.297
H -0.904 -5.400 1.514
Cl 2.036 0.971 3.785
C 2.559 -1.919 -1.023
W 0.195 -0.244 0.417
H 0.502 -1.144 -1.317
H -3.701 -2.909 -0.619
C 5.935 0.703 0.888
C -1.172 -4.454 1.068
C -0.698 2.765 0.122
C 1.293 3.737 -0.242
H 2.009 0.167 -2.862
C 3.285 -3.092 -1.156
C 4.886 -2.277 0.443
H 2.951 -3.859 -1.843
H 6.316 1.476 1.554
H 3.557 1.690 -0.425
H 5.665 1.173 -0.061
Ge 1.057 -0.637 2.833
N -0.616 -2.217 0.541
C 1.608 -0.814 -3.119
C 4.750 -0.026 1.526
H 0.696 -0.687 -3.700
H -3.127 -5.092 0.442
C -2.752 -3.067 -0.127
H 5.010 -4.188 -0.506
Cl 0.857 -2.220 4.190
C 2.523 1.454 -0.205
H -0.587 4.934 -0.148
C 4.446 -3.270 -0.414
N 0.246 1.746 0.112
C 1.357 -1.658 -1.882
C -1.807 -2.053 -0.080
H 2.348 -1.316 -3.743
H 5.796 -2.428 1.011
H 6.751 0.014 0.674
C -0.288 -3.405 1.095
C 1.473 2.368 -0.119